(1)
This record from OMol25 describes C38H29ClMgN7O5 as an isolated structure. The level of theory is ωB97M-V with the def2-TZVPD basis set.

Structure (XYZ):
```
81
Properties=species:S:1:pos:R:3:lowdin_charge:R:1
Mg -0.142 -0.277 0.345 0.677
O -3.890 -0.705 -1.793 -0.006
C -2.771 -0.853 -1.279 -0.495
N -2.288 -0.500 -0.108 0.044
C -3.104 -0.031 0.922 -0.215
C -4.340 0.585 0.790 -0.029
C -5.044 0.981 1.925 -0.118
C -4.526 0.745 3.186 -0.119
C -3.283 0.132 3.328 -0.045
C -2.552 -0.232 2.210 -0.219
N -1.233 -0.722 2.236 0.053
C -0.854 -1.513 3.219 -0.491
O -1.482 -1.981 4.179 -0.004
C 0.625 -1.879 3.125 -0.172
C 1.205 -2.642 4.132 -0.004
C 2.561 -2.897 4.077 -0.072
C 3.299 -2.381 3.020 -0.070
C 2.633 -1.644 2.055 -0.134
N 1.328 -1.401 2.099 0.092
C -1.738 -1.648 -2.080 -0.183
C -2.085 -2.190 -3.311 -0.008
C -1.155 -2.961 -3.984 -0.070
C 0.095 -3.159 -3.417 -0.065
C 0.365 -2.552 -2.200 -0.120
N -0.528 -1.821 -1.543 0.098
H -4.750 0.721 -0.200 0.093
H -6.012 1.454 1.814 0.085
H -5.089 1.026 4.067 0.086
H -2.874 -0.072 4.308 0.102
H 0.565 -2.996 4.928 0.111
H 3.043 -3.485 4.849 0.100
H 4.364 -2.544 2.938 0.094
H 3.149 -1.224 1.201 0.096
H -3.078 -1.992 -3.689 0.111
H -1.400 -3.405 -4.942 0.101
H 0.859 -3.747 -3.906 0.101
H 1.335 -2.648 -1.732 0.104
C 0.566 2.252 5.490 -0.091
C 1.528 1.707 4.649 -0.075
C 1.250 1.565 3.299 -0.026
C 0.021 1.978 2.813 -0.244
C -0.946 2.528 3.632 -0.026
C -0.662 2.658 4.981 -0.076
N -0.172 1.797 1.399 0.057
N -0.963 2.602 0.885 0.141
C -1.065 2.468 -0.551 -0.284
C -1.701 3.509 -1.196 0.002
C -1.717 3.483 -2.584 -0.054
C -1.092 2.438 -3.235 -0.030
C -0.497 1.433 -2.480 -0.095
N -0.507 1.433 -1.159 0.108
H 0.766 2.348 6.550 0.096
H 2.482 1.378 5.041 0.101
H 1.962 1.126 2.615 0.107
H -1.907 2.808 3.225 0.110
H -1.416 3.061 5.646 0.101
H -2.152 4.297 -0.614 0.111
H -2.203 4.273 -3.142 0.105
H -1.062 2.382 -4.313 0.104
H 0.000 0.597 -2.949 0.104
C 6.052 0.019 -3.656 -0.037
C 4.794 0.371 -4.392 -0.190
C 4.818 1.333 -5.396 -0.072
C 3.669 1.654 -6.091 -0.663
Cl 3.743 2.866 -7.352 0.620
C 2.466 1.029 -5.818 -0.101
C 2.430 0.074 -4.817 0.004
C 3.577 -0.247 -4.104 -0.248
O 3.490 -1.256 -3.171 -0.057
C 3.591 -0.896 -1.787 -0.094
C 2.485 0.088 -1.376 -0.621
O 2.498 1.180 -1.942 0.038
O 1.689 -0.296 -0.465 -0.126
H 6.922 0.168 -4.294 0.077
H 6.034 -1.020 -3.331 0.082
H 6.179 0.644 -2.770 0.086
H 5.747 1.828 -5.644 0.109
H 1.576 1.289 -6.374 0.102
H 1.510 -0.429 -4.564 0.112
H 4.562 -0.435 -1.590 0.111
H 3.518 -1.839 -1.245 0.116
```

## Properties
- Energy relative to the best compared isomer or geometry (same formula, charge and spin): 0.080 eV
- Spin multiplicity: 1
- Total energy: -78519.179 eV
- Frontier orbital gap: 5.9308 eV
- LUMO level: 1.662 eV
- Total charge: -1


(2)
This record from OMol25 describes C38H30CoN4P as an isolated structure. The level of theory is ωB97M-V with the def2-TZVPD basis set.

Structure (XYZ):
```
74
Properties=species:S:1:pos:R:3:lowdin_spin:R:1
Co -0.005 -0.700 -1.330 0.904
C -0.611 -2.068 -5.333 -0.001
C -1.076 -3.367 -5.112 0.005
C -1.204 -3.816 -3.813 -0.001
C -0.871 -2.969 -2.750 0.001
C -0.397 -1.666 -2.938 -0.028
C -0.276 -1.243 -4.273 -0.001
C -1.064 -3.352 -1.350 0.010
C -1.397 -4.694 -0.982 0.000
C -1.565 -5.024 0.312 0.005
C -1.498 -4.008 1.291 0.000
C -1.739 -4.268 2.662 0.001
C -1.749 -3.257 3.572 0.000
C -1.540 -1.930 3.128 0.001
C -1.285 -1.666 1.817 0.000
C -1.216 -2.694 0.855 0.002
N -0.902 -2.392 -0.460 0.008
H -0.509 -1.699 -6.350 0.000
H -1.341 -4.010 -5.942 0.000
H -1.588 -4.816 -3.638 0.000
H 0.084 -0.246 -4.495 0.000
H -1.471 -5.445 -1.753 0.000
H -1.771 -6.046 0.611 0.000
H -1.925 -5.292 2.968 0.000
H -1.936 -3.465 4.617 0.000
H -1.590 -1.102 3.826 0.000
H -1.174 -0.650 1.493 0.000
C -0.293 3.938 -0.911 0.000
C 1.145 3.548 -0.656 0.000
C 2.129 4.476 -1.013 0.000
C 3.479 4.207 -0.889 0.000
C 3.885 2.970 -0.402 0.000
C 2.928 2.045 -0.034 0.000
C 1.557 2.315 -0.133 0.001
P 0.501 0.904 0.431 0.001
C 1.344 0.677 2.075 0.000
C 1.435 1.752 2.962 0.000
C 2.050 1.635 4.198 0.000
C 2.622 0.424 4.558 0.000
C 2.608 -0.629 3.659 0.000
C 1.993 -0.524 2.409 0.000
C 2.135 -1.688 1.453 0.005
C -1.186 1.501 0.833 0.009
C -1.618 2.027 2.055 0.000
C -2.963 2.208 2.326 0.008
C -3.900 1.845 1.358 0.001
C -3.481 1.345 0.141 0.006
C -2.118 1.176 -0.178 0.009
C -1.679 0.626 -1.469 0.013
H -0.317 4.810 -1.565 0.000
H -0.819 4.177 0.016 0.000
H -0.854 3.146 -1.404 0.000
H 1.811 5.414 -1.453 0.000
H 4.209 4.943 -1.203 0.000
H 4.938 2.725 -0.323 0.000
H 3.252 1.077 0.337 0.000
H 1.047 2.717 2.656 0.000
H 2.097 2.487 4.865 0.000
H 3.104 0.308 5.522 0.000
H 3.107 -1.558 3.916 0.000
H 2.920 -2.360 1.804 0.000
H 2.392 -1.356 0.446 0.004
H 1.216 -2.265 1.368 0.001
H -0.909 2.243 2.842 0.000
H -3.277 2.598 3.287 0.001
H -4.960 1.965 1.556 0.000
H -4.213 1.072 -0.611 0.000
H -1.191 1.380 -2.096 0.001
H -2.532 0.223 -2.020 0.003
N 1.371 0.293 -2.318 0.001
C 1.578 1.179 -3.047 0.016
N 1.890 2.053 -3.933 0.009
C 1.673 3.345 -3.960 0.002
N 1.510 4.491 -4.089 0.003
```

## Properties
- Energy relative to the best compared isomer or geometry (same formula, charge and spin): 0.942 eV
- <S²>: 0.768
- Spin multiplicity: 2
- Total energy: -92770.536 eV
- Frontier orbital gap (spin up / spin down): 5.6885 / 6.9193 eV
- LUMO level (spin up / spin down): 2.249 / 2.231 eV
- Total charge: -1


(3)
This record from OMol25 describes C38H30MoN9O2 as an isolated structure in a non-equilibrium geometry. The level of theory is ωB97M-V with the def2-TZVPD basis set.

Structure (XYZ):
```
80
Properties=species:S:1:pos:R:3:lowdin_spin:R:1
Mo -0.071 -0.045 0.131 1.552
O 3.892 -1.315 0.271 0.039
C 2.696 -1.197 0.091 0.021
N 1.744 -0.722 0.924 0.034
C 1.828 -0.761 2.324 0.000
C 2.953 -1.023 3.095 0.002
C 2.819 -1.061 4.477 -0.001
C 1.588 -0.840 5.083 0.003
C 0.465 -0.577 4.313 0.000
C 0.587 -0.532 2.932 0.008
N -0.509 -0.350 2.048 0.021
C -1.594 0.411 2.590 0.004
O -1.453 1.538 2.981 -0.002
C -2.908 -0.308 2.681 0.002
C -4.086 0.422 2.641 0.000
C -5.279 -0.267 2.781 0.000
C -5.238 -1.637 2.989 0.000
C -4.001 -2.268 3.032 0.000
N -2.851 -1.622 2.865 0.000
C 2.038 -1.684 -1.183 0.007
C 2.763 -2.264 -2.197 0.002
C 2.074 -2.852 -3.249 0.002
C 0.689 -2.845 -3.225 0.003
C 0.036 -2.197 -2.191 0.005
N 0.698 -1.598 -1.195 0.010
H 3.907 -1.189 2.619 0.000
H 3.689 -1.262 5.087 0.000
H 1.500 -0.878 6.160 0.000
H -0.496 -0.417 4.785 0.000
H -4.050 1.494 2.498 0.000
H -6.225 0.257 2.743 0.000
H -6.146 -2.209 3.122 0.000
H -3.928 -3.336 3.203 0.000
H 3.841 -2.271 -2.108 0.000
H 2.607 -3.329 -4.060 0.000
H 0.109 -3.326 -4.000 0.000
H -1.042 -2.164 -2.145 0.000
C -4.107 -2.406 -4.228 0.008
C -3.463 -1.600 -3.136 0.046
C -3.679 -1.907 -1.794 -0.009
C -3.138 -1.140 -0.771 0.046
C -2.337 -0.029 -1.064 0.000
N -1.881 0.861 -0.070 0.070
C -2.186 2.207 -0.285 0.005
C -3.393 2.564 -0.900 0.006
C -3.711 3.879 -1.174 -0.002
C -2.830 4.909 -0.857 0.006
C -3.145 6.344 -1.176 0.001
C -1.640 4.567 -0.234 -0.001
C -1.329 3.247 0.081 0.007
N -0.106 3.019 0.788 0.000
C 0.531 3.939 1.530 0.013
C 1.746 3.429 1.920 0.001
C 1.769 2.146 1.391 0.012
N 0.646 1.884 0.717 -0.006
C -2.018 0.179 -2.421 0.042
C -2.586 -0.556 -3.440 -0.005
N -0.958 1.088 -2.673 0.004
C -0.759 1.976 -3.662 0.011
C 0.501 2.507 -3.506 0.001
C 1.013 1.872 -2.368 0.014
N 0.134 1.013 -1.870 0.006
H -5.194 -2.368 -4.143 0.002
H -3.813 -3.455 -4.164 0.002
H -3.834 -2.036 -5.214 0.000
H -4.312 -2.750 -1.543 -0.001
H -3.362 -1.361 0.263 0.002
H -4.090 1.776 -1.157 0.001
H -4.656 4.111 -1.650 0.000
H -4.082 6.425 -1.724 0.000
H -2.358 6.791 -1.785 0.000
H -3.236 6.939 -0.266 0.000
H -0.924 5.346 -0.012 0.000
H 0.065 4.882 1.751 0.001
H 2.497 3.898 2.528 0.000
H 2.544 1.408 1.489 0.000
H -2.302 -0.357 -4.466 -0.001
H -1.531 2.176 -4.387 0.001
H 0.978 3.253 -4.116 0.000
H 1.966 2.007 -1.883 0.001
```

## Properties
- Energy relative to the best compared isomer or geometry (same formula, charge and spin): 1.938 eV
- <S²>: 2.025
- Spin multiplicity: 3
- Total energy: -59250.988 eV
- Frontier orbital gap (spin up / spin down): 5.9673 / 6.5376 eV
- LUMO level (spin up / spin down): -3.635 / -3.562 eV
- Total charge: +1